# 1
DFT (the ωB97M-V functional and the def2-TZVPD basis) results for a 2-piece molecular cluster, C2H9NO2 overall at a distorted geometry.

Properties
Structure (SMILES): NCO.CO
Lowest unoccupied orbital energy in Eh: 0.0268
Strongest force on any atom in hartree/bohr: 0.020
DFT total energy in eV: -7804.3673
E_HOMO in eV: -9.449
ΔE to the lowest compared entry with this formula, charge and spin in eV: 0.359
HOMO-LUMO gap in eV: 10.179

Cartesian coordinates (Å):
C1 -2.52 0.83 -0.37
O1 -1.33 1.10 -1.14
H1 -2.32 0.92 0.70
H2 -3.29 1.57 -0.61
H3 -2.85 -0.15 -0.65
H4 -1.13 2.03 -1.00
N1 1.07 -1.85 0.71
C2 1.86 -0.72 0.28
O2 1.26 0.55 0.57
H5 0.62 -1.60 1.58
H6 0.37 -2.08 0.00
H7 2.80 -0.75 0.83
H8 2.02 -0.80 -0.79
H9 0.56 0.69 -0.09

---

# 2
DFT (the ωB97M-V functional and the def2-TZVPD basis) results for a 2-piece molecular cluster, C4H8NO2S overall at a distorted geometry.

Properties
Lowest unoccupied orbital energy in Eh: 0.1150
Strongest force on any atom in hartree/bohr: 0.022
DFT total energy in eV: -20698.4221
E_HOMO in eV: -3.827
ΔE to the lowest compared entry with this formula, charge and spin in eV: 1.629
Net charge: -1
HOMO-LUMO gap in eV: 6.956

Cartesian coordinates (Å):
O1 1.21 -2.29 0.38
C1 0.39 -1.56 -0.22
N1 -0.49 -1.86 -1.16
C2 -3.04 0.10 -1.47
O2 -3.08 0.88 -2.39
C3 0.40 -0.05 0.09
C4 1.58 0.38 0.97
S1 1.49 2.02 1.71
H1 -0.60 -2.87 -1.14
H2 -2.10 -0.33 -1.07
H3 -3.99 -0.34 -1.10
H4 0.46 0.56 -0.81
H5 -0.53 0.23 0.56
H6 1.72 -0.33 1.77
H7 2.49 0.33 0.37
H8 0.36 1.86 2.42

---

# 3
DFT (the ωB97M-V functional and the def2-TZVPD basis) results for a 12-piece molecular cluster, C36H96O36S12 overall at a distorted geometry.

Properties
Structure (SMILES): CCOS(C)(=O)=O.CCOS(C)(=O)=O.CCOS(C)(=O)=O.CCOS(C)(=O)=O.CCOS(C)(=O)=O.CCOS(C)(=O)=O.CCOS(C)(=O)=O.CCOS(C)(=O)=O.CCOS(C)(=O)=O.CCOS(C)(=O)=O.CCOS(C)(=O)=O.CCOS(C)(=O)=O
Lowest unoccupied orbital energy in Eh: 0.0048
Strongest force on any atom in hartree/bohr: 0.097
DFT total energy in eV: -242605.7009
E_HOMO in eV: -10.828
ΔE to the lowest compared entry with this formula, charge and spin in eV: 13.127
HOMO-LUMO gap in eV: 10.958

Cartesian coordinates (Å):
O1 -11.80 34.12 -12.39
S1 -10.88 33.95 -13.50
O2 -9.72 33.15 -13.37
O3 -11.79 33.51 -14.81
C1 -11.13 32.76 -15.83
C2 -10.03 33.55 -16.49
C3 -10.40 35.76 -14.05
H1 -11.92 32.52 -16.54
H2 -10.78 31.81 -15.44
H3 -9.10 33.79 -15.97
H4 -10.47 34.47 -16.87
H5 -9.80 32.95 -17.37
H6 -9.99 36.22 -13.15
H7 -11.28 36.25 -14.46
H8 -9.57 35.71 -14.77
O4 1.31 31.47 -17.17
S2 1.24 32.79 -16.53
O5 1.05 33.93 -17.38
O6 0.05 32.77 -15.42
C4 -0.26 31.50 -14.82
C5 -0.46 31.68 -13.29
C6 2.62 33.01 -15.31
H9 0.45 30.70 -15.01
H10 -1.15 31.11 -15.32
H11 -1.41 32.14 -13.04
H12 0.39 32.33 -13.06
H13 -0.36 30.65 -12.94
H14 3.60 33.00 -15.80
H15 2.55 32.14 -14.66
H16 2.44 33.91 -14.72
O7 1.43 27.84 -1.22
S3 0.40 26.90 -1.50
O8 0.52 25.85 -2.57
O9 -0.02 26.09 -0.05
C7 0.13 26.73 1.18
C8 -1.11 26.47 2.04
C9 -1.11 27.94 -1.76
H17 0.20 27.79 0.93
H18 1.02 26.49 1.75
H19 -1.04 26.77 3.08
H20 -1.32 25.40 2.09
H21 -1.90 27.01 1.52
H22 -1.08 28.34 -2.77
H23 -1.10 28.82 -1.11
H24 -2.02 27.35 -1.73
O10 -4.81 33.78 -5.71
S4 -5.09 34.70 -6.79
O11 -4.97 34.32 -8.19
O12 -6.53 35.39 -6.39
C10 -7.43 35.78 -7.42
C11 -8.85 35.83 -6.83
C12 -3.97 36.15 -6.37
H25 -7.20 35.09 -8.24
H26 -7.09 36.68 -7.93
H27 -9.58 35.23 -7.37
H28 -9.22 36.85 -6.94
H29 -8.89 35.59 -5.76
H30 -4.38 37.12 -6.65
H31 -2.96 36.05 -6.77
H32 -3.80 36.10 -5.30
O13 -16.96 19.94 -6.99
S5 -15.62 20.56 -7.21
O14 -14.43 20.28 -6.36
O15 -15.29 20.55 -8.78
C13 -14.00 20.24 -9.08
C14 -13.24 21.64 -9.23
C15 -15.86 22.46 -7.07
H33 -13.89 19.81 -10.07
H34 -13.51 19.53 -8.41
H35 -13.84 22.25 -9.91
H36 -12.27 21.65 -9.73
H37 -13.14 22.01 -8.21
H38 -16.78 22.83 -7.53
H39 -14.93 23.02 -7.13
H40 -15.95 22.48 -5.98
O16 -10.56 20.55 -21.64
S6 -11.62 19.57 -21.29
O17 -11.37 18.30 -20.55
O18 -12.84 20.39 -20.45
C16 -12.39 21.51 -19.73
C17 -11.78 20.97 -18.49
C18 -12.58 19.33 -22.90
H41 -13.08 22.32 -19.49
H42 -11.68 22.08 -20.33
H43 -11.00 20.26 -18.75
H44 -12.59 20.47 -17.96
H45 -11.43 21.77 -17.84
H46 -13.12 18.39 -22.86
H47 -11.88 19.11 -23.70
H48 -13.26 20.11 -23.24
O19 -11.20 28.18 -5.67
S7 -10.30 29.27 -5.22
O20 -10.86 30.39 -4.36
O21 -8.97 28.53 -4.46
C19 -8.17 29.22 -3.47
C20 -8.67 28.97 -2.00
C21 -9.31 29.89 -6.65
H49 -8.05 30.25 -3.78
H50 -7.22 28.68 -3.43
H51 -9.58 29.49 -1.70
H52 -7.93 29.33 -1.30
H53 -8.81 27.93 -1.70
H54 -9.24 28.99 -7.27
H55 -8.32 30.24 -6.36
H56 -10.01 30.50 -7.21
O22 -8.62 25.90 -10.78
S8 -7.68 26.26 -11.76
O23 -8.00 27.18 -12.88
O24 -6.29 26.74 -10.92
C22 -5.96 26.27 -9.60
C23 -4.86 27.28 -9.12
C24 -6.86 24.73 -12.57
H57 -5.42 25.32 -9.65
H58 -6.86 26.18 -8.99
H59 -5.26 28.29 -9.23
H60 -3.99 27.25 -9.77
H61 -4.62 27.28 -8.06
H62 -5.79 24.86 -12.44
H63 -7.07 24.54 -13.62
H64 -7.13 23.74 -12.18
O25 -6.74 23.81 -3.63
S9 -7.88 22.92 -3.40
O26 -7.60 21.72 -2.63
O27 -9.09 23.78 -2.62
C25 -10.41 23.24 -2.44
C26 -11.38 24.39 -1.98
C27 -8.63 22.52 -5.00
H65 -10.54 22.38 -1.79
H66 -10.83 22.95 -3.41
H67 -11.14 24.61 -0.94
H68 -12.40 24.03 -1.94
H69 -11.56 25.23 -2.65
H70 -9.15 23.45 -5.27
H71 -9.23 21.65 -4.75
H72 -7.82 22.14 -5.62
O28 -4.75 26.06 -20.96
S10 -5.10 25.80 -19.55
O29 -6.21 24.89 -19.24
O30 -3.77 25.41 -18.66
C28 -2.56 25.31 -19.36
C29 -1.54 24.73 -18.40
C30 -5.47 27.44 -18.90
H73 -2.06 26.20 -19.74
H74 -2.65 24.59 -20.17
H75 -1.84 24.11 -17.56
H76 -0.92 25.54 -18.01
H77 -0.83 24.05 -18.88
H78 -5.20 27.34 -17.85
H79 -6.55 27.49 -19.09
H80 -4.87 28.26 -19.30
O31 -3.91 17.96 -16.94
S11 -4.89 18.55 -17.89
O32 -5.42 19.89 -17.67
O33 -4.34 18.35 -19.44
C31 -4.79 19.33 -20.37
C32 -4.55 18.75 -21.77
C33 -6.28 17.32 -18.08
H81 -4.39 20.32 -20.14
H82 -5.86 19.55 -20.24
H83 -5.40 19.01 -22.41
H84 -4.45 17.66 -21.76
H85 -3.60 19.03 -22.23
H86 -5.86 16.40 -18.50
H87 -6.85 17.64 -18.95
H88 -6.82 17.27 -17.14
O34 -7.11 18.04 -11.74
S12 -7.65 16.82 -11.11
O35 -8.22 16.85 -9.76
O36 -8.89 16.41 -12.20
C34 -9.55 15.10 -12.10
C35 -10.50 15.11 -13.30
C36 -6.46 15.43 -11.32
H89 -10.21 15.05 -11.23
H90 -8.78 14.33 -12.04
H91 -11.04 16.05 -13.41
H92 -11.26 14.33 -13.30
H93 -9.79 14.89 -14.10
H94 -5.49 15.75 -10.94
H95 -6.29 15.16 -12.36
H96 -6.79 14.50 -10.87